# 1
14
Properties=species:S:1:pos:R:3 method="wB97M-V/def2-TZVPD" energy_ev=-9842.8650 smiles="C=C(C)C#N.OO" relative_energy_kcal_mol=101.81 lumo_energy_ha=0.0169 molar_mass_g_mol=101.10 charge=0 orbital_gap_ha=0.383
C 1.132 -0.736 -0.766
C -0.234 0.570 0.806
C 2.251 0.322 1.043
C 1.115 0.068 0.395
N 1.114 -1.352 -1.734
O -2.285 -1.185 -1.733
O -1.479 -0.391 -2.586
H -0.135 1.390 1.513
H -0.801 0.903 -0.063
H -0.800 -0.236 1.275
H 3.198 -0.076 0.719
H 2.260 0.940 1.925
H -0.616 -0.846 -2.570
H -3.099 -1.291 -2.246


# 2
16
Properties=species:S:1:pos:R:3 method="wB97M-V/def2-TZVPD" energy_ev=-22203.2067 relative_energy_kcal_mol=5.97 lumo_energy_ha=0.2325 molar_mass_g_mol=159.08 charge=-2 orbital_gap_ha=0.228
C 0.656 0.893 0.070
C -0.137 1.877 0.588
C -0.103 -0.238 -0.294
C -1.442 0.179 -0.083
C 0.425 -1.513 -0.835
N -1.451 1.393 0.514
O -4.076 -0.230 1.499
O -4.216 1.256 -0.593
O -4.521 -1.242 -0.823
P -3.976 -0.103 0.008
H 1.839 0.841 -0.039
H 0.059 2.949 0.572
H -0.014 -1.692 -1.801
H 1.449 -1.317 -0.949
H 0.102 -2.420 -0.271
H -2.437 1.723 0.396


# 3
52
Properties=species:S:1:pos:R:3 method="wB97M-V/def2-TZVPD" energy_ev=-171985.7760 relative_energy_kcal_mol=0.00 lumo_energy_ha=-0.0169 molar_mass_g_mol=693.45 charge=0 orbital_gap_ha=0.251
Pd 1.115 0.327 0.226
C 0.971 4.807 -1.790
Se 0.393 2.965 -1.532
C -0.453 3.246 0.209
C 0.488 3.636 1.337
Se 1.320 2.126 2.260
C -0.051 1.866 3.623
H 0.092 5.444 -1.867
H 1.525 4.829 -2.725
H 1.620 5.131 -0.981
H -1.005 2.324 0.393
H -1.178 4.041 0.010
H -0.041 4.210 2.099
H 1.307 4.263 0.989
H -0.045 2.695 4.328
H 0.198 0.944 4.144
H -1.035 1.769 3.170
C -1.660 -1.842 2.773
C -1.015 -3.063 2.928
C 0.154 -3.312 2.236
C 0.682 -2.323 1.407
N 0.078 -1.125 1.325
C -1.071 -0.899 1.955
C 1.828 -2.461 0.511
C 2.460 -3.686 0.299
C 3.436 -3.815 -0.671
C 3.755 -2.713 -1.453
C 3.130 -1.491 -1.246
C 2.172 -1.323 -0.245
H -2.597 -1.627 3.265
H -1.435 -3.825 3.572
H 0.648 -4.268 2.325
H -1.528 0.062 1.758
H 2.172 -4.556 0.877
H 3.922 -4.768 -0.834
H 4.495 -2.804 -2.239
H 3.393 -0.664 -1.891
Te 2.705 1.969 -0.875
C -3.400 -0.581 -0.833
Si -1.835 -0.142 -1.807
C -1.090 -1.766 -2.411
C -2.380 0.848 -3.321
O -0.815 0.692 -0.915
H -4.198 -0.962 -1.477
H -3.786 0.302 -0.315
H -3.191 -1.349 -0.082
H -1.700 -2.224 -3.196
H -1.002 -2.491 -1.596
H -0.088 -1.602 -2.816
H -3.151 0.336 -3.903
H -1.529 1.032 -3.982
H -2.780 1.820 -3.016


# 4
10
Properties=species:S:1:pos:R:3 method="wB97M-V/def2-TZVPD" energy_ev=-4243.2434 smiles="C=CC=C" relative_energy_kcal_mol=16.54 lumo_energy_ha=0.0281 molar_mass_g_mol=54.09 charge=0 orbital_gap_ha=0.348
C -1.867 0.108 -0.022
C -0.597 -0.420 0.080
C 0.540 0.385 0.005
C 1.795 -0.076 -0.014
H -2.767 -0.552 0.083
H -1.978 1.174 -0.075
H -0.318 -1.520 -0.120
H 0.401 1.576 0.004
H 2.051 -1.162 -0.068
H 2.740 0.486 0.127


# 5
60
Properties=species:S:1:pos:R:3 method="wB97M-V/def2-TZVPD" energy_ev=-80435.5712 lumo_energy_ha=0.0242 molar_mass_g_mol=604.38 charge=-1 orbital_gap_ha=0.213
C 7.163 -1.540 1.300
C 5.875 -0.658 1.710
O 5.900 -0.233 3.081
C 5.119 0.980 3.287
C 3.686 0.933 2.528
O 2.775 1.977 2.985
C 1.555 1.450 3.473
S 0.491 0.661 2.115
C 1.041 1.353 0.467
C -0.220 1.723 -0.457
O -1.167 0.949 -0.669
C 0.775 -1.162 2.211
C -0.188 -2.026 1.247
C 0.311 -3.557 1.408
N 1.314 -4.181 0.539
O -0.190 -4.191 2.362
H 7.444 -2.312 2.082
H 6.862 -2.064 0.318
H 7.989 -0.807 1.039
H 4.948 -1.261 1.412
H 5.898 0.276 1.046
H 4.844 0.980 4.410
H 5.709 1.968 3.078
H 3.223 -0.073 2.836
H 3.785 1.053 1.396
H 1.658 0.661 4.285
H 0.925 2.336 3.847
H 1.568 2.347 0.713
H 1.791 0.694 -0.074
H -0.225 2.739 -0.973
H 1.840 -1.499 1.997
H 0.542 -1.468 3.296
H -1.285 -1.922 1.513
H 0.050 -1.679 0.175
H 1.997 -3.491 0.195
H 0.868 -4.676 -0.244
F 6.443 3.109 2.547
C -4.757 0.239 -2.320
C -3.826 -0.992 -2.370
C -2.492 -0.802 -3.093
F -2.641 -0.474 -4.391
F -1.773 -1.960 -3.074
F -4.512 -2.046 -2.884
F -3.543 -1.327 -1.075
O -5.813 0.302 -3.298
C -5.504 0.821 -4.571
C -5.639 -0.225 -5.683
F -4.847 -1.295 -5.469
F -5.274 0.298 -6.881
F -4.291 1.404 -4.541
F -6.390 1.820 -4.791
H -5.287 0.176 -1.369
H -4.203 1.176 -2.262
H -1.890 -0.029 -2.609
H -6.670 -0.578 -5.758
F -4.818 2.136 -0.530
Al -4.354 3.222 0.793
F -5.721 4.264 1.210
F -2.980 4.218 0.281
F -3.888 2.260 2.206


# 6
14
Properties=species:S:1:pos:R:3 method="wB97M-V/def2-TZVPD" energy_ev=-7356.2259 relative_energy_kcal_mol=139.04 lumo_energy_ha="0.0262 / 0.0262" molar_mass_g_mol=84.12 charge=0 orbital_gap_ha="0.273 / 0.273"
C 1.475 0.525 -0.323
C 0.445 0.108 0.787
C -0.758 0.780 0.180
C -1.660 -0.339 -0.236
O -0.650 -1.344 -0.661
C 0.448 -1.114 0.014
H 1.645 1.600 -0.207
H 2.457 0.028 -0.384
H 0.720 0.136 1.840
H 0.399 0.787 -0.996
H -1.181 1.674 0.632
H -2.288 -0.137 -1.108
H -2.279 -0.844 0.535
H 1.227 -1.862 -0.073


# 7
17
Properties=species:S:1:pos:R:3 method="wB97M-V/def2-TZVPD" energy_ev=-12490.4032 smiles="C=C(C)C(=O)O.C=C=O" relative_energy_kcal_mol=85.55 lumo_energy_ha="-0.0052 / -0.0052" molar_mass_g_mol=128.13 charge=0 orbital_gap_ha="0.322 / 0.322"
C 1.154 -1.313 -0.389
C 0.328 0.628 1.114
C 0.618 0.098 -0.372
C 1.248 0.999 -1.178
O 0.712 1.900 1.337
O -0.013 -0.139 1.977
H 0.301 2.189 2.167
H 0.530 -1.927 -1.038
H 1.262 -1.782 0.586
H 2.171 -1.370 -0.777
H 2.134 0.762 -1.751
H 1.172 2.066 -1.041
C -2.464 -0.897 -0.180
C -1.880 0.265 -0.409
O -1.993 1.413 -0.002
H -2.943 -1.579 -0.855
H -2.338 -1.312 0.811